1.
Here is a molecular structure, C2H7NO from OMol25. Energies are from ωB97M-V with the def2-TZVPD basis set.

```
11
Properties=species:S:1:pos:R:3:nbo_charge:R:1
C 1.11855 -0.28257 -0.16629 -0.454
O 1.04214 1.17999 0.44437 -0.782
H 1.56543 1.79883 -0.07761 0.467
H 1.83342 -0.21319 -0.97971 0.179
H 1.67796 -0.71213 0.66169 0.181
H -0.04727 -1.17960 0.86367 0.449
C -1.81548 0.11162 0.04364 -0.157
N -0.80715 -0.63710 -0.11189 -0.699
H 0.13522 -0.96760 -1.04144 0.453
H -2.42167 0.68744 -0.65140 0.193
H -2.28115 0.21432 1.01498 0.169
```

Energy above the lowest of the compared OMol25 structures with the same formula, charge and spin   8.664 eV
Net charge   0
E_HOMO   -0.2565 hartree

2.
Here is C6H11NO2 in the gas phase from OMol25. Energies are from ωB97M-V with the def2-TZVPD basis set.

```
20
Properties=species:S:1:pos:R:3:nbo_charge:R:1
C 0.22210 2.32032 -0.34086 -0.731
C 0.68056 1.20737 0.56696 0.593
O 1.02804 1.49153 1.71828 -0.567
C 0.96672 -0.25635 0.02917 -0.140
N 1.35476 -1.10939 1.13456 -0.836
C -0.44874 -0.49669 -0.61847 -0.329
C -1.68551 -0.52254 0.26602 -0.632
C -0.05218 -1.90747 -1.11505 0.443
O -0.66538 -2.92804 -0.80171 -0.538
H 0.32323 2.05766 -1.39596 0.216
H -0.82016 2.55208 -0.10102 0.244
H 0.82114 3.21620 -0.14920 0.251
H 1.75647 -0.13476 -0.71659 0.218
H 0.56042 -1.50595 1.63804 0.370
H 1.84858 -0.54218 1.83343 0.394
H -0.60802 0.07238 -1.53838 0.237
H -1.43603 -0.70345 1.31437 0.219
H -2.38853 -1.30077 -0.04594 0.249
H -2.19923 0.44141 0.20250 0.214
H 0.74176 -1.95138 -1.88016 0.125
```

SMILES   CC(=O)[C@@H](N)[C@H](C)C=O
Energy above the lowest of the compared OMol25 structures with the same formula, charge and spin   1.922 eV
Net charge   0
E_HOMO   -0.3438 hartree

3.
Here is a molecular structure, C27H20IrN6O2S2 from OMol25. Energies are from ωB97M-V with the def2-TZVPD basis set.

```
58
Properties=species:S:1:pos:R:3:nbo_charge:R:1
Ir -0.47481 0.28171 0.78348 1.381
C -4.08836 -0.16305 -1.63841 -0.243
C -3.17908 0.39261 -0.72824 0.147
N -2.34624 -0.34905 -0.01356 -0.454
C -2.34354 -1.69134 -0.20020 0.147
C -3.20251 -2.32909 -1.09530 -0.087
C -4.09680 -1.51671 -1.82714 -0.056
C -3.11745 -3.73613 -1.21736 -0.118
C -2.17601 -4.42660 -0.50400 -0.191
C -1.31502 -3.76272 0.38868 -0.183
C -1.43201 -2.40318 0.57673 0.164
N -0.68419 -1.58574 1.42636 -0.451
C -0.02773 -1.99972 2.57097 0.171
C -0.16502 -3.20697 3.23568 -0.167
C 0.58757 -3.46455 4.39208 -0.189
C 1.45071 -2.52516 4.89301 -0.138
C 1.54783 -1.25804 4.27399 -0.022
C 2.33362 -0.19634 4.76694 -0.052
C 2.29208 1.02433 4.13846 -0.262
C 1.47491 1.18242 3.01597 0.137
N 0.74829 0.18364 2.52108 -0.481
C 0.78215 -1.01871 3.12839 0.110
H -4.75748 0.48807 -2.18090 0.257
H -3.14445 1.46198 -0.57196 0.226
H -4.77692 -1.97545 -2.53396 0.248
H -3.78808 -4.25173 -1.89209 0.244
H -2.08277 -5.49603 -0.63008 0.250
H -0.53055 -4.31783 0.88132 0.238
H -0.88332 -3.93579 2.89363 0.243
H 0.46970 -4.41348 4.89602 0.253
H 2.03593 -2.72645 5.78071 0.246
H 2.94713 -0.34803 5.64636 0.248
H 2.87060 1.86367 4.49506 0.260
H 1.39801 2.13568 2.51095 0.233
N 4.75323 2.33863 -5.07019 -0.749
C 3.63255 2.02279 -4.38799 0.241
C 2.68315 3.01955 -4.07715 -0.255
C 1.55097 2.70584 -3.37441 -0.153
C 1.34079 1.38559 -2.95862 -0.418
C 2.26780 0.38335 -3.25471 -0.143
C 3.39594 0.69941 -3.97072 -0.265
S 0.01030 1.04259 -1.95166 2.291
O -1.23404 1.53570 -2.46641 -0.913
O 0.05144 -0.36295 -1.52496 -0.930
N 0.34813 1.78914 -0.47682 -0.842
C -0.49483 2.73594 0.04819 0.195
S -1.10785 4.16469 -0.64215 0.527
C -2.03014 4.41131 0.80214 -0.406
C -1.84730 3.40918 1.68250 -0.046
N -0.93930 2.45193 1.25185 -0.524
H 4.92856 3.27987 -5.37228 0.409
H 5.43264 1.63865 -5.30751 0.409
H 2.85123 4.03662 -4.40658 0.231
H 0.81706 3.47364 -3.16114 0.228
H 2.08675 -0.63065 -2.92749 0.244
H 4.11229 -0.07183 -4.22216 0.230
H -2.62890 5.29836 0.93142 0.279
H -2.30667 3.32648 2.65417 0.248
```

2S+1   2
Expectation value of S²   0.812
Net charge   +2
E_HOMO (alpha / beta)   -0.4719 / -0.4736 hartree

4.
Here is C11H13NO in the gas phase from OMol25. Energies are from ωB97M-V with the def2-TZVPD basis set.

```
26
Properties=species:S:1:pos:R:3:nbo_charge:R:1
C 3.85820 0.35323 -0.06969 -0.221
C 3.24024 0.30014 1.12625 -0.209
C 3.09626 0.42794 -1.25297 -0.189
C 1.82714 0.23463 1.18624 -0.202
C 1.71394 0.46861 -1.17706 -0.218
C 1.04791 0.16628 0.04066 -0.012
C -2.74102 0.08132 -0.49827 0.037
C -1.60960 1.62883 0.84905 -0.216
C -0.31871 -0.29181 0.15611 -0.122
C -1.51687 -0.75198 -0.70834 -0.337
C -1.92255 -2.12060 -0.30624 -0.589
N -2.82787 1.10890 0.26696 0.059
O -3.94770 1.58889 0.62510 -0.551
H 4.87070 0.31695 -0.39365 0.219
H 3.88131 0.38004 1.97380 0.219
H 3.54842 0.36001 -2.20493 0.209
H 1.36268 0.20511 2.15187 0.209
H 1.16515 0.36769 -2.05867 0.201
H -3.72284 -0.27454 -0.85819 0.212
H -1.72457 1.61200 1.91487 0.191
H -1.25588 2.62346 0.39295 0.210
H -0.49733 -0.42714 1.28653 0.218
H -1.31001 -0.87018 -1.76238 0.229
H -1.06006 -2.80138 -0.33564 0.219
H -2.68104 -2.46131 -1.07008 0.215
H -2.47593 -2.22510 0.72570 0.219
```

Energy above the lowest of the compared OMol25 structures with the same formula, charge and spin   6.327 eV
Net charge   0
E_HOMO (alpha / beta)   -0.3032 / -0.2841 hartree

5.
Here is a molecular structure, C20H37N3O3ReSbSi3 from OMol25. Energies are from ωB97M-V with the def2-TZVPD basis set.

```
68
Properties=species:S:1:pos:R:3:nbo_charge:R:1
Re -1.30867 -0.89869 -0.91145 1.383
N -2.39723 0.36414 -2.33415 -0.816
C -3.86500 0.33409 -2.06896 -0.323
C -4.25715 -0.91885 -1.28928 0.659
O -5.37077 -1.38008 -1.31427 -0.544
N -3.21245 -1.40412 -0.53005 -0.740
C -3.43831 -2.58077 0.28881 -0.357
C -2.09276 -3.09863 0.77264 0.777
O -1.94076 -3.98744 1.55542 -0.530
O -1.02294 -2.44991 0.22052 -0.731
H -2.20295 -0.04911 -3.24580 0.419
H -2.07829 1.32692 -2.40295 0.418
H -4.11365 1.19750 -1.44923 0.237
H -4.43457 0.39467 -2.99422 0.244
H -4.04336 -2.34097 1.16660 0.245
H -3.96580 -3.36536 -0.26061 0.257
N 3.68118 -2.24465 -6.30434 -0.256
C 2.92467 -2.01509 -5.47226 0.253
C 1.98665 -1.72859 -4.42079 -0.154
C 1.57546 -2.74092 -3.55831 -0.153
C 0.68524 -2.45356 -2.53798 -0.215
C 0.18993 -1.15311 -2.34102 -0.375
C 0.61363 -0.15926 -3.23722 -0.188
C 1.49998 -0.43312 -4.26357 -0.171
H 1.95515 -3.74453 -3.69273 0.242
H 0.37685 -3.25543 -1.87730 0.230
H 0.26659 0.86357 -3.13171 0.187
H 1.82512 0.34604 -4.94033 0.237
C 0.23145 3.43414 -1.17496 -1.120
Si 1.50293 2.50435 -0.16661 1.423
C 2.08450 3.51429 1.28350 -1.132
C 2.96040 1.93182 -1.16925 -1.135
Sb 0.29446 0.42877 0.74320 -0.138
Si 2.06023 -1.12845 1.78647 1.467
C 2.93614 -1.92935 0.35446 -1.138
C 3.17649 0.04781 2.71291 -1.136
C 1.23565 -2.34992 2.91346 -1.143
Si -1.41443 1.13873 2.54553 1.421
C -2.90355 1.80058 1.63707 -1.133
C -1.81465 -0.40440 3.50998 -1.133
C -0.64232 2.45070 3.61944 -1.131
H 0.69589 4.23519 -1.75225 0.263
H -0.52322 3.88140 -0.52609 0.248
H -0.27637 2.77529 -1.88174 0.213
H 2.66660 4.35927 0.90838 0.261
H 2.73460 2.93589 1.93859 0.251
H 1.26357 3.91410 1.87847 0.248
H 3.42920 2.81070 -1.61991 0.259
H 2.71001 1.23629 -1.96327 0.252
H 3.70625 1.45867 -0.52811 0.250
H 3.15168 -1.22013 -0.44691 0.246
H 2.34016 -2.73992 -0.06240 0.256
H 3.88521 -2.35114 0.69350 0.261
H 3.76941 0.65661 2.02959 0.243
H 3.87347 -0.51755 3.33508 0.264
H 2.61825 0.71194 3.37399 0.242
H 0.34971 -2.80330 2.47366 0.273
H 0.97202 -1.89570 3.86847 0.246
H 1.94538 -3.15593 3.11802 0.263
H -3.31101 1.06577 0.93934 0.233
H -2.65178 2.70947 1.08595 0.241
H -3.69244 2.05132 2.34933 0.264
H -1.87836 -1.30684 2.90215 0.246
H -2.77522 -0.27296 4.01355 0.260
H -1.06155 -0.57896 4.27909 0.254
H -0.62501 3.42009 3.12164 0.246
H 0.37459 2.19825 3.92034 0.248
H -1.23411 2.55835 4.53092 0.262
```

2S+1   4
Expectation value of S²   3.789
Energy above the lowest of the compared OMol25 structures with the same formula, charge and spin   0.000 eV
Net charge   +1
E_HOMO (alpha / beta)   -0.4108 / -0.4468 hartree

6.
Here is 2 unconnected molecules or ions with the total composition C4H5N3 from OMol25. Energies are from ωB97M-V with the def2-TZVPD basis set.

```
12
Properties=species:S:1:pos:R:3:nbo_charge:R:1
C 1.14288 -0.11740 -0.21328 0.352
C -1.17910 -0.13233 -0.26178 0.369
C -0.60760 1.37438 -0.02588 -0.161
C 0.74753 1.25541 -0.28474 -0.274
H 2.37950 -1.60528 -0.02174 0.349
H -0.16021 -1.89505 1.08180 0.242
H -2.61451 -1.40611 -0.03504 0.355
H -1.03270 2.34950 0.27655 0.240
H 1.39224 2.11716 -0.04363 0.240
N 2.33065 -0.57486 0.10511 -0.631
N -0.06609 -0.90438 -0.62298 -0.445
N -2.33258 -0.46105 0.04562 -0.636
```

Energy above the lowest of the compared OMol25 structures with the same formula, charge and spin   6.703 eV
Net charge   0
E_HOMO   -0.3491 hartree